1.
{"formula": "C43H39HfN6O5S2", "method": "the ωB97M-V functional and the def2-TZVPD basis", "total_charge": 1, "de_lowest_kcal_mol": 24.1, "energy_ha": -3211.141104, "species": ["Hf", "C", "C", "C", "C", "C", "C", "N", "C", "C", "C", "C", "C", "C", "N", "N", "C", "C", "C", "C", "C", "N", "H", "H", "H", "H", "H", "H", "H", "H", "H", "H", "H", "H", "H", "O", "C", "O", "C", "C", "C", "C", "C", "O", "C", "C", "O", "O", "H", "H", "H", "H", "H", "H", "H", "H", "S", "C", "N", "C", "C", "N", "C", "C", "C", "C", "C", "C", "C", "C", "S", "C", "C", "C", "C", "C", "C", "C", "H", "H", "H", "H", "H", "H", "H", "H", "H", "H", "H", "H", "H", "H", "H", "H", "H", "H"], "coordinates": [[0.3803, -0.0863, 0.0491], [-2.8229, -1.6181, -4.3001], [-1.9666, -2.6369, -3.9035], [-1.3953, -2.6123, -2.6420], [-1.6887, -1.5741, -1.7619], [-2.5437, -0.5547, -2.1574], [-3.1058, -0.5792, -3.4270], [-1.0515, -1.5611, -0.4701], [-1.4361, -2.5105, 0.4346], [-2.5921, -3.3094, 0.3236], [-2.8698, -4.2363, 1.2951], [-2.0263, -4.4461, 2.4114], [-0.8909, -3.7053, 2.5440], [-0.6017, -2.7296, 1.5683], [0.5398, -1.9967, 1.4933], [1.4995, -2.1396, 2.2955], [2.6608, -1.5189, 1.7808], [3.8488, -1.6588, 2.4673], [5.0249, -1.3002, 1.8246], [4.9685, -0.8412, 0.5159], [3.7248, -0.6620, -0.0704], [2.5844, -0.9462, 0.5633], [-3.2618, -1.6330, -5.2891], [-1.7347, -3.4484, -4.5810], [-0.7177, -3.3980, -2.3282], [-2.7536, 0.2581, -1.4782], [-3.7625, 0.2248, -3.7336], [-3.2563, -3.1732, -0.5182], [-3.7686, -4.8334, 1.2027], [-2.2823, -5.1949, 3.1480], [-0.2128, -3.8389, 3.3759], [3.8315, -2.0999, 3.4542], [5.9779, -1.4213, 2.3224], [5.8622, -0.6143, -0.0472], [3.6330, -0.2843, -1.0812], [-0.8463, 2.7791, -2.2768], [-0.4093, 2.4911, -1.1956], [-0.8485, 1.4908, -0.4368], [0.7203, 3.2883, -0.5511], [0.7634, 3.0352, 0.9615], [1.6584, 4.0391, 1.6707], [3.0610, 3.5712, 1.2204], [2.7247, 2.3621, 0.3549], [1.5455, 1.7964, 1.0111], [2.1346, 2.7823, -1.0017], [2.1964, 1.5570, -1.9172], [3.0112, 1.4885, -2.7978], [1.4075, 0.5424, -1.5696], [0.5761, 4.3364, -0.8043], [-0.2046, 2.8667, 1.4125], [1.4257, 5.0572, 1.3600], [1.5455, 3.9696, 2.7507], [3.6047, 4.3210, 0.6480], [3.6696, 3.2782, 2.0740], [3.5162, 1.6278, 0.2972], [2.7250, 3.5581, -1.4796], [-3.6881, 0.4577, 1.3212], [-2.9200, 1.7606, 1.9617], [-3.3040, 3.0415, 1.8738], [-2.6855, 4.0305, 2.7464], [-2.4845, 3.4134, 4.1077], [-1.6363, 2.2267, 3.9601], [-0.7406, 1.8987, 5.0901], [0.6266, 2.5450, 5.0132], [0.8101, 3.8655, 5.4168], [2.0710, 4.4455, 5.3854], [3.1671, 3.7009, 4.9720], [2.9957, 2.3769, 4.5914], [1.7326, 1.8038, 4.6040], [-1.7337, 1.4950, 2.8693], [-0.6916, 0.1939, 2.5990], [-4.4291, 3.4914, 1.0470], [-4.0135, 4.6384, 0.1652], [-4.3829, 5.9473, 0.4511], [-3.9488, 6.9905, -0.3563], [-3.1365, 6.7285, -1.4504], [-2.7652, 5.4208, -1.7413], [-3.2099, 4.3807, -0.9414], [-3.3491, 4.8890, 2.8224], [-1.7342, 4.3851, 2.3389], [-3.4398, 3.1370, 4.5614], [-1.9733, 4.1130, 4.7652], [-0.6433, 0.8169, 5.1330], [-1.2675, 2.2350, 5.9831], [-0.0282, 4.4437, 5.7902], [2.2007, 5.4704, 5.7080], [4.1536, 4.1469, 4.9677], [3.8506, 1.7810, 4.2931], [1.6015, 0.7706, 4.3133], [-5.2479, 3.7807, 1.7117], [-4.7529, 2.6381, 0.4582], [-5.0296, 6.1537, 1.2982], [-4.2491, 8.0060, -0.1320], [-2.7982, 7.5422, -2.0785], [-2.1317, 5.2049, -2.5908], [-2.9235, 3.3626, -1.1762]], "lowdin_charge": [1.70, -0.08, -0.07, -0.03, -0.30, -0.03, -0.06, -0.09, -0.24, 0.00, -0.04, -0.07, -0.01, -0.27, -0.15, 0.11, -0.31, 0.01, -0.02, -0.02, -0.11, 0.03, 0.11, 0.11, 0.12, 0.07, 0.11, 0.12, 0.12, 0.11, 0.12, 0.12, 0.12, 0.12, 0.11, 0.13, -0.56, -0.22, -0.07, -0.24, -0.07, -0.06, -0.22, -0.19, -0.07, -0.54, 0.13, -0.17, 0.17, 0.11, 0.13, 0.09, 0.13, 0.10, 0.14, 0.16, 0.79, -0.75, -0.09, -0.10, -0.08, -0.07, -0.10, -0.21, -0.05, -0.07, -0.08, -0.08, -0.05, -0.62, 0.80, -0.11, -0.22, -0.05, -0.07, -0.07, -0.06, -0.03, 0.13, 0.14, 0.15, 0.12, 0.10, 0.14, 0.11, 0.11, 0.11, 0.11, 0.09, 0.14, 0.08, 0.11, 0.11, 0.11, 0.11, 0.10]}

2.
{"formula": "C30H32AsMoN3O9S", "method": "the ωB97M-V functional and the def2-TZVPD basis", "total_charge": 2, "de_lowest_kcal_mol": 73.0, "multiplicity": 3, "energy_ha": -4705.392528, "species": ["Mo", "O", "As", "O", "O", "C", "C", "C", "C", "C", "C", "S", "O", "O", "O", "H", "H", "H", "H", "H", "C", "O", "C", "C", "C", "C", "C", "C", "N", "C", "C", "C", "C", "C", "C", "C", "O", "H", "H", "H", "H", "H", "H", "H", "H", "H", "H", "H", "H", "H", "C", "C", "N", "C", "C", "C", "O", "C", "C", "C", "C", "N", "C", "H", "H", "H", "H", "H", "H", "H", "H", "H", "H", "H", "H", "H", "H"], "coordinates": [[-0.9005, -1.1064, 0.2073], [3.2893, -2.5303, 0.6813], [1.8124, -2.1504, 1.4942], [1.0646, -3.4766, 2.0428], [0.8704, -1.4741, 0.1195], [2.3083, -0.6862, 2.6222], [3.6772, -0.4748, 2.7242], [4.1749, 0.4229, 3.6646], [3.3238, 1.0921, 4.5218], [1.9513, 0.9080, 4.4253], [1.4492, 0.0336, 3.4758], [-0.2947, 0.0309, 3.3339], [-0.5174, 1.3898, 2.6020], [-0.9338, 0.0386, 4.5919], [-0.6535, -1.0646, 2.4104], [3.4542, -3.4810, 0.7751], [4.3538, -1.0145, 2.0804], [5.2435, 0.5762, 3.7337], [3.7207, 1.7681, 5.2668], [1.2713, 1.4361, 5.0818], [-1.8811, -3.8967, 1.4273], [-1.3367, -3.3884, 0.1678], [-1.1421, -4.2921, -0.8352], [-1.3213, -5.6486, -0.6600], [-0.9449, -6.5364, -1.6631], [-0.3448, -6.0921, -2.8483], [-0.2001, -4.7508, -3.0562], [-0.6616, -3.8174, -2.0932], [-0.6503, -2.5104, -2.4266], [-1.4859, -1.4721, -1.9080], [-2.9582, -1.8749, -1.8025], [-3.7007, -2.4854, -2.7969], [-5.0482, -2.7554, -2.5733], [-5.6456, -2.4195, -1.3650], [-4.9097, -1.8140, -0.3507], [-3.5838, -1.5630, -0.6044], [-2.6948, -1.0220, 0.3153], [-1.8926, -3.0574, 2.1101], [-1.2156, -4.6561, 1.8220], [-2.8868, -4.2706, 1.2525], [-1.7265, -6.0416, 0.2570], [-1.1005, -7.5954, -1.5037], [-0.0206, -6.7992, -3.5986], [0.2153, -4.3758, -3.9847], [-0.0864, -2.2823, -3.2374], [-1.3814, -0.6107, -2.5641], [-3.2456, -2.7459, -3.7459], [-5.6375, -3.2169, -3.3541], [-6.6938, -2.6321, -1.2039], [-5.3510, -1.5586, 0.6038], [0.6212, 6.6225, -1.4089], [0.8289, 5.2160, -1.9461], [1.9753, 4.5279, -1.3485], [3.3189, 5.0489, -1.6514], [3.9440, 5.7784, -0.4728], [1.9030, 3.4053, -0.6277], [2.8711, 2.7406, -0.2731], [0.5693, 2.8860, -0.1558], [-0.4270, 3.6673, 0.5275], [-1.4064, 3.0491, 1.1995], [-1.3452, 1.5755, 1.3553], [-0.6466, 0.8745, 0.2871], [0.3786, 1.5334, -0.2909], [-0.2556, 7.0723, -1.8743], [1.4780, 7.2578, -1.6350], [0.4817, 6.6273, -0.3259], [0.9962, 5.2583, -3.0244], [-0.0622, 4.6068, -1.8002], [3.2159, 5.7103, -2.5112], [3.9488, 4.2097, -1.9408], [3.3706, 6.6649, -0.2000], [4.9543, 6.0949, -0.7322], [4.0080, 5.1183, 0.3916], [-0.3935, 4.7481, 0.4784], [-2.1970, 3.5785, 1.7131], [-2.3123, 1.1209, 1.5396], [1.0498, 0.9508, -0.9078]], "lowdin_spin": [0.34, 0.00, 0.00, 0.00, 0.01, 0.00, 0.00, 0.00, 0.00, 0.00, 0.00, 0.00, 0.04, 0.01, 0.01, 0.00, 0.00, 0.00, 0.00, 0.00, 0.00, 0.05, 0.11, -0.01, 0.16, 0.01, 0.09, 0.07, 0.33, 0.06, 0.02, 0.00, 0.00, 0.00, 0.00, 0.00, 0.00, 0.00, 0.00, 0.00, 0.00, 0.01, 0.00, 0.00, 0.01, 0.00, 0.00, 0.00, 0.00, 0.00, 0.00, 0.00, 0.01, 0.00, 0.00, 0.02, 0.05, 0.21, -0.01, 0.14, 0.04, 0.19, -0.01, 0.00, 0.00, 0.00, 0.00, 0.00, 0.00, 0.00, 0.00, 0.00, 0.00, 0.00, 0.01, 0.00, 0.00]}